A.
# C2H10N3O

2 unconnected molecules or ions with the total composition C2H10N3O (ωB97M-V/def2-TZVPD, OMol25).

Computed properties:
Net charge = +1
Gap between HOMO and LUMO = 9.64 eV
HOMO energy = -12.928 eV
Spin multiplicity = 1
LUMO level = -3.29 eV

Each line ends with the natural charge from an NBO analysis.
CARTESIAN COORDINATES (ANGSTROEM)
O -1.087 1.613 1.088  -0.70
N 1.507 0.909 -1.049  -0.74
N 0.640 -1.412 -0.857  -0.84
N -1.829 -0.518 1.097  -0.85
C 0.793 -0.193 -0.144  -0.02
C -1.102 0.453 0.419  0.39
H 1.477 -0.304 0.758  0.20
H -2.545 -1.042 0.704  0.41
H 2.522 0.854 -0.995  0.43
H -0.049 -1.254 -1.620  0.36
H -1.017 1.666 2.026  0.51
H 1.279 1.899 -0.962  0.44
H -1.585 -0.718 2.072  0.40
H 1.278 0.503 -1.956  0.43
H -1.308 0.641 -0.682  0.18
H 1.387 -1.985 -1.240  0.40


B.
# C2H10N3O

A molecular structure, C2H10N3O (ωB97M-V/def2-TZVPD, OMol25).

Computed properties:
Net charge = +1
Gap between HOMO and LUMO = 9.48 eV
HOMO energy = -12.925 eV
Spin multiplicity = 1
LUMO level = -3.44 eV

Each line ends with the natural charge from an NBO analysis.
CARTESIAN COORDINATES (ANGSTROEM)
O 0.709 2.614 0.834  -0.35
N 0.198 2.040 -0.268  -0.27
N -1.261 -2.933 -0.204  -0.99
N -0.688 -0.494 -0.792  -0.69
C -0.227 0.283 0.072  0.34
C 2.112 2.817 0.855  -0.28
H 2.426 3.411 -0.009  0.19
H 2.658 1.870 0.876  0.18
H 2.306 3.381 1.764  0.23
H -0.754 -3.199 0.637  0.41
H -2.254 -3.068 -0.038  0.42
H -1.008 -1.657 -0.516  0.43
H 0.866 1.979 -1.037  0.35
H -0.972 -3.548 -0.960  0.42
H -0.179 0.092 1.130  0.20
H -0.741 -0.196 -1.761  0.42


C.
# C2H10N3O

2 unconnected molecules or ions with the total composition C2H10N3O (ωB97M-V/def2-TZVPD, OMol25).

Computed properties:
Net charge = +1
Gap between HOMO and LUMO = 10.07 eV
HOMO energy = -13.438 eV
Spin multiplicity = 1
LUMO level = -3.37 eV

Each line ends with the natural charge from an NBO analysis.
CARTESIAN COORDINATES (ANGSTROEM)
O -0.415 0.271 -0.703  -0.79
N 0.101 2.255 -2.046  -0.80
N 0.686 -2.045 0.947  -0.71
N -0.966 -0.922 2.128  -0.71
C 0.166 -0.957 1.470  0.44
C 0.598 1.077 -1.369  0.07
H -1.160 0.247 -1.293  0.48
H 1.323 1.387 -0.618  0.17
H 1.450 -1.907 0.297  0.44
H -0.752 2.008 -2.543  0.35
H -1.173 -0.085 2.653  0.44
H 0.160 -2.899 0.951  0.42
H -0.223 2.922 -1.349  0.36
H 0.698 -0.031 1.325  0.24
H -1.528 -1.748 2.273  0.42
H 1.035 0.426 -2.124  0.17


Which is the most stable structure? C is the most stable.


A.
# C3H10NO2

2 unconnected molecules or ions with the total composition C3H10NO2 (ωB97M-V/def2-TZVPD, OMol25).

Computed properties:
Net charge = -1
Gap between HOMO and LUMO = 7.54 eV
HOMO energy = -3.315 eV
Spin multiplicity = 1
LUMO level = 4.23 eV

Each line ends with the natural charge from an NBO analysis.
CARTESIAN COORDINATES (ANGSTROEM)
O 0.982 -0.075 1.156  -0.95
O 0.296 1.344 3.182  -1.04
N -1.446 0.389 -0.054  -0.86
C -0.321 0.041 -0.928  -0.07
C 1.033 0.212 -0.170  -0.03
C -0.479 -1.291 -1.646  -0.63
H -0.529 -2.122 -0.926  0.20
H -0.271 0.829 -1.703  0.14
H 0.436 0.828 2.295  0.51
H -1.039 0.570 0.855  0.39
H 1.782 -0.386 -0.735  0.10
H -1.331 -1.256 -2.334  0.19
H 0.467 -1.503 -2.156  0.20
H 1.204 1.547 3.418  0.44
H 1.260 1.292 -0.327  0.09
H -2.045 -0.418 0.073  0.33


B.
# C3H10NO2

2 unconnected molecules or ions with the total composition C3H10NO2 (ωB97M-V/def2-TZVPD, OMol25).

Computed properties:
Net charge = -1
Gap between HOMO and LUMO = 5.84 eV
HOMO energy = -1.710 eV
Spin multiplicity = 1
LUMO level = 4.12 eV

Each line ends with the natural charge from an NBO analysis.
CARTESIAN COORDINATES (ANGSTROEM)
O 1.850 2.222 1.585  -1.01
O -1.487 -2.181 0.264  -0.77
N 0.570 0.631 -0.424  -0.84
C -0.779 1.244 -0.635  -0.44
C 0.465 -0.784 -0.631  -0.24
C -0.180 -1.616 0.531  -0.10
H 0.415 -2.538 0.486  0.13
H 1.512 1.415 1.160  0.51
H -0.120 -1.139 1.504  0.17
H -1.303 1.342 0.328  0.14
H -1.688 -2.177 -0.681  0.46
H 1.494 -1.113 -0.847  0.17
H -0.612 2.266 -1.006  0.16
H -0.163 -1.082 -1.516  0.08
H 1.368 2.939 1.162  0.45
H -1.342 0.572 -1.281  0.14


Which is the most stable structure? A is the most stable.